(1)
The following is a DFT calculation (ωB97M-V/def2-TZVPD) of a structure of composition C16H48NO11 in a non-equilibrium geometry.

Computed properties:
- M (g/mol) = 430.56
- relative energy (zero: lowest compared OMol25 entry of this formula, charge and spin) (kJ/mol) = 1779.8
- calculated total energy (a.u.) = -1520.0692
- total charge = -1

Last column: Mulliken charge in e.
Atoms and positions in Å:
N 42.0410 4.4050 12.3620  0.93
O 40.8900 4.4920 12.8920  -0.65
O 42.2100 4.9420 11.2530  -0.92
O 42.9040 3.7200 12.8840  -0.27
C 41.8270 9.5120 12.5330  -1.49
C 41.4250 8.0590 12.2130  0.30
O 42.2400 7.6320 11.1640  -0.60
H 41.2890 9.8910 13.3350  0.47
H 41.5910 10.1340 11.7190  0.35
H 42.8590 9.7000 12.8970  0.27
H 40.4020 7.9630 12.0110  0.23
H 41.6020 7.3440 12.9760  0.03
H 42.2390 6.7000 11.2660  0.37
C 42.5600 0.8440 13.9820  -0.81
C 43.0940 0.7300 12.5090  -0.54
O 43.9660 -0.3140 12.5180  -0.57
H 41.7160 1.5510 14.3370  0.32
H 43.5330 1.1310 14.6270  0.40
H 41.9270 -0.0940 14.3270  0.15
H 43.5610 1.6960 12.4460  0.31
H 42.2200 0.6260 11.7860  0.49
H 44.1620 -0.4200 11.6470  0.39
C 38.8560 6.1380 17.4950  -1.45
C 39.0260 5.3100 16.2510  0.25
O 39.6270 6.0430 15.2660  -0.48
H 39.8940 6.3410 17.6330  0.37
H 38.5320 5.6130 18.3460  0.40
H 38.2520 6.9910 17.3440  0.31
H 38.0780 5.0330 15.8240  0.32
H 39.3800 4.3130 16.5290  -0.03
H 40.0120 5.2560 14.7140  0.31
C 45.8110 0.1620 14.6230  -1.78
C 44.8410 0.8370 13.6600  0.02
O 45.1700 2.2280 13.6450  -0.61
H 45.7240 0.5120 15.6290  0.33
H 46.8720 0.2090 14.4060  0.40
H 45.6800 -0.9090 14.7010  0.40
H 43.7450 0.7970 13.7540  0.08
H 45.0480 0.6940 12.7590  0.99
H 44.4960 2.5700 13.1900  -0.05
C 36.9620 4.3330 9.7690  -1.01
C 38.3380 4.7320 10.3600  0.03
O 38.3330 4.3810 11.7570  -0.44
H 36.8580 3.2500 10.0220  0.30
H 37.0140 4.6480 8.5670  0.27
H 36.1090 4.9580 10.2930  0.24
H 38.4400 5.9060 10.1660  0.16
H 39.2830 4.2160 9.8250  0.18
H 39.1720 4.4290 12.0900  0.37
C 45.4880 7.4130 14.3860  -1.09
C 45.4020 6.0680 13.9260  0.70
O 44.7820 5.2640 14.9440  -0.58
H 45.7250 8.0520 13.4810  0.28
H 46.4150 7.4090 15.0630  0.33
H 44.4490 7.7630 14.8680  0.20
H 46.4300 5.6290 13.4950  0.24
H 44.4820 5.9970 13.1790  -0.31
H 44.5740 4.4510 14.4940  0.08
C 46.3250 5.7830 9.0210  -1.81
C 45.6520 5.8210 10.3930  0.34
O 45.1420 4.4910 10.6140  -0.53
H 45.7450 5.5230 8.2570  0.49
H 47.0740 5.0340 9.0020  0.35
H 46.7120 6.6420 8.6990  0.54
H 44.7850 6.4350 10.5100  0.10
H 46.3070 6.0890 11.1250  0.21
H 44.2540 4.3990 10.7410  0.34
C 41.4820 1.9620 17.1540  -1.50
C 42.1950 2.8710 16.1440  0.20
O 41.3460 2.8260 15.0100  -0.46
H 40.6110 2.4620 17.5650  0.34
H 42.1340 1.5640 17.8560  0.47
H 41.0420 1.0430 16.7220  0.26
H 42.9850 2.3540 15.7500  0.42
H 42.5130 4.0520 16.5990  0.13
H 41.8130 3.3480 14.4040  0.24

(2)
The following is a DFT calculation (ωB97M-V/def2-TZVPD) of a cluster of 12 separate species, C12H36N12O24 in total in a non-equilibrium geometry.

Computed properties:
- M (g/mol) = 732.48
- relative energy (zero: lowest compared OMol25 entry of this formula, charge and spin) (kJ/mol) = 123.9
- calculated total energy (a.u.) = -2940.4909
- SMILES string = C[N+](=O)[O-].C[N+](=O)[O-].C[N+](=O)[O-].C[N+](=O)[O-].C[N+](=O)[O-].C[N+](=O)[O-].C[N+](=O)[O-].C[N+](=O)[O-].C[N+](=O)[O-].C[N+](=O)[O-].C[N+](=O)[O-].C[N+](=O)[O-]
- total charge = 0

Last column: Mulliken charge in e.
Atoms and positions in Å:
C -1.2997 -4.1054 -2.5365  -0.63
N -1.6617 -2.6769 -2.4734  1.03
O -2.4456 -2.3689 -1.6379  -0.52
O -1.0187 -1.9383 -3.1677  -0.56
H -2.0673 -4.6562 -3.0739  0.32
H -1.2731 -4.5439 -1.5403  0.13
H -0.2966 -4.2522 -2.9148  0.20
C -3.0063 -5.3710 2.4456  -0.70
N -2.8055 -4.5691 1.2110  0.73
O -2.1999 -3.5267 1.3317  -0.36
O -3.3722 -4.9189 0.2029  -0.51
H -3.0411 -6.4187 2.1558  0.32
H -3.8898 -5.0687 2.9868  0.27
H -2.0501 -5.2625 2.9543  0.21
C 1.8348 2.0460 -2.6284  -0.17
N 3.1228 2.6370 -3.0133  1.18
O 3.2398 2.9903 -4.1535  -0.64
O 3.9601 2.7170 -2.1665  -0.58
H 1.3960 1.4551 -3.4226  0.21
H 1.1572 2.8675 -2.4005  0.12
H 1.9042 1.4091 -1.7555  -0.15
C -1.0534 -1.7650 4.1560  -0.78
N -0.0538 -2.7845 3.7019  0.99
O -0.3126 -3.9551 3.9069  -0.59
O 0.9760 -2.3942 3.1754  -0.48
H -1.7145 -1.5820 3.3184  0.28
H -0.5349 -0.8576 4.4408  0.25
H -1.4977 -2.2101 5.0390  0.35
C -3.9662 3.1252 1.5141  -0.35
N -3.8061 4.3761 2.3380  0.92
O -2.6849 4.8362 2.4162  -0.56
O -4.7739 4.8201 2.9017  -0.57
H -3.2793 3.2224 0.6868  -0.02
H -5.0122 3.0734 1.2403  0.30
H -3.7136 2.3149 2.1916  0.25
C -2.2095 3.5831 -3.7966  -0.63
N -2.9881 3.1220 -2.6169  0.93
O -2.6898 2.0889 -2.0803  -0.45
O -3.8943 3.8351 -2.2623  -0.56
H -2.5772 2.9834 -4.6201  0.31
H -1.1471 3.4926 -3.5884  0.12
H -2.3849 4.6470 -3.9077  0.32
C 2.2749 -4.4222 1.5844  -0.98
N 1.8975 -3.7113 0.3536  1.06
O 2.6869 -2.9554 -0.1642  -0.54
O 0.8291 -4.0252 -0.1343  -0.51
H 2.7662 -3.8350 2.3496  0.32
H 2.9076 -5.2604 1.2974  0.34
H 1.3874 -4.7982 2.0809  0.30
C 2.0255 -2.6866 -4.4644  -0.93
N 2.0667 -1.2837 -4.0625  0.88
O 2.0418 -1.0496 -2.8776  -0.27
O 2.0654 -0.4424 -4.9163  -0.57
H 2.1173 -3.3926 -3.6510  0.29
H 2.7338 -2.9290 -5.2530  0.36
H 1.0530 -2.8314 -4.9402  0.28
C -0.4690 4.5455 -0.6326  -0.11
N 0.8982 4.9331 -0.1563  1.03
O 1.7951 4.8041 -0.9462  -0.60
O 1.0054 5.3316 0.9768  -0.57
H -0.4823 3.5351 -1.0215  -0.24
H -0.6834 5.3195 -1.3701  0.33
H -1.1400 4.6686 0.2058  0.13
C -0.0950 -0.6782 -0.0246  -0.01
N -0.5637 0.4690 0.8101  1.03
O -0.3591 0.3417 2.0144  -0.47
O -1.0934 1.4305 0.3096  -0.52
H -0.4828 -1.5854 0.4175  -0.01
H 0.9627 -0.7074 -0.2844  -0.12
H -0.5297 -0.5021 -1.0151  0.16
C 0.2335 2.9417 3.6545  -0.48
N 0.7711 3.7993 4.7400  0.97
O 1.6173 4.5990 4.4063  -0.54
O 0.4665 3.5424 5.8949  -0.58
H -0.3364 3.5516 2.9535  0.09
H -0.4795 2.2322 4.0601  0.27
H 1.0468 2.4477 3.1417  0.26
C 3.9509 -0.2236 -0.0301  -0.40
N 5.4350 -0.3209 0.0082  0.99
O 6.0207 -0.5723 -1.0132  -0.56
O 5.9647 0.0144 1.0489  -0.60
H 3.6946 0.7802 0.2872  0.35
H 3.5906 -0.8857 0.7589  0.25
H 3.5390 -0.6049 -0.9550  0.00

(3)
The following is a DFT calculation (ωB97M-V/def2-TZVPD) of a cluster of 5 separate species, C22H42BrN2O9P2S in total in a non-equilibrium geometry.

Computed properties:
- M (g/mol) = 652.50
- calculated total energy (a.u.) = -5304.7967
- total charge = +1

Last column: Mulliken charge in e.
Atoms and positions in Å:
N -1.5557 3.6518 3.7580  -0.57
C -1.6412 3.9357 2.3260  -0.81
C -2.1820 2.7664 1.4948  0.03
C -1.0880 1.8196 1.0226  -0.84
C -1.4942 0.6427 0.0882  0.12
C -2.9280 0.2254 0.1909  -0.43
C -3.8135 0.9181 -0.6039  -0.39
N -5.1252 0.6779 -0.5881  0.29
S -6.1349 1.6396 -1.6345  -0.12
C -5.6874 -0.2874 0.2024  0.40
C -7.1775 -0.4542 0.1708  -1.72
O -7.8517 0.5486 0.9141  -0.21
O -7.3003 0.5411 2.2345  -0.29
C -4.8421 -1.0305 0.9836  0.54
Br -5.5963 -2.3827 2.0325  -0.08
C -3.4525 -0.7932 1.0123  0.96
P -2.2349 -1.7135 2.0264  -0.15
P -2.6615 -0.9836 4.0143  0.81
O -2.7122 0.4780 3.9334  -0.47
O -1.4351 -1.6103 4.8094  -0.53
O -3.9702 -1.5960 4.6910  -0.45
H -2.1197 2.8542 4.0177  0.28
H -1.8883 4.4391 4.2956  0.24
H -0.6599 4.2363 1.9514  0.29
H -2.3060 4.7863 2.1444  0.32
H -2.9279 2.2364 2.0901  0.14
H -2.7051 3.1788 0.6236  0.23
H -0.5448 1.4264 1.8827  0.30
H -0.3667 2.4120 0.4576  0.41
H -1.3337 0.9342 -0.9479  -0.03
H -0.8601 -0.2112 0.3076  -0.19
H -3.4548 1.6769 -1.2833  0.63
H -5.6211 2.8055 -1.2262  0.22
H -7.5730 -0.3555 -0.8366  0.63
H -7.4526 -1.4345 0.5508  0.44
H -6.9166 1.4274 2.2950  0.33
H -2.7498 -3.0167 2.0371  0.11
H -1.4679 -1.4199 5.7583  0.34
H -3.7933 -2.3374 5.2830  0.33
C 2.3666 -2.9429 -1.0371  -1.04
C 0.9403 -2.8849 -0.5747  0.72
O 0.3181 -1.8438 -0.5166  -0.46
C 0.3050 -4.1963 -0.1793  -1.07
H 2.7114 -1.9435 -1.2925  0.24
H 3.0044 -3.3529 -0.2568  0.30
H 2.4555 -3.5876 -1.9116  0.36
H 0.8657 -4.6503 0.6390  0.33
H 0.3171 -4.8863 -1.0238  0.39
H -0.7234 -4.0297 0.1349  0.17
C 6.7287 -3.2283 0.6066  -1.10
C 6.3212 -3.5402 -0.8127  0.91
O 5.1940 -3.8844 -1.0868  -0.53
C 7.3832 -3.3980 -1.8703  -1.11
H 5.8790 -3.3654 1.2715  0.27
H 7.5390 -3.8883 0.9194  0.38
H 7.0769 -2.1962 0.6722  0.25
H 8.2175 -4.0697 -1.6608  0.38
H 7.7496 -2.3707 -1.8899  0.26
H 6.9611 -3.6433 -2.8413  0.28
C -2.0254 3.0188 -4.8089  -1.18
C -1.3251 2.0488 -3.8959  0.75
O -1.8875 1.5506 -2.9408  -0.47
C 0.1060 1.7162 -4.2155  -1.11
H -3.0487 3.1729 -4.4746  0.26
H -1.4979 3.9736 -4.8139  0.36
H -2.0347 2.6295 -5.8277  0.36
H 0.7112 2.6239 -4.1983  0.35
H 0.1735 1.2807 -5.2134  0.36
H 0.4932 1.0079 -3.4870  0.24
C 5.6299 1.0653 0.3592  -1.12
C 6.3350 0.9301 -0.9698  0.89
O 6.1416 -0.0179 -1.6945  -0.54
C 7.2912 2.0351 -1.3458  -1.18
H 4.9727 0.2123 0.5127  0.22
H 6.3601 1.1112 1.1688  0.33
H 5.0412 1.9836 0.3800  0.41
H 8.0828 2.1160 -0.5992  0.33
H 6.7640 2.9894 -1.3881  0.34
H 7.7315 1.8230 -2.3166  0.31

(4)
The following is a DFT calculation (ωB97M-V/def2-TZVPD) of a cluster of 2 separate species, C18H35N4O4P in total in a non-equilibrium geometry.

Computed properties:
- M (g/mol) = 402.48
- relative energy (zero: lowest compared OMol25 entry of this formula, charge and spin) (kJ/mol) = 0.0
- multiplicity = 2
- ⟨S²⟩ = 0.754
- calculated total energy (a.u.) = -1567.9437
- total charge = +1

Last column: Mulliken spin population.
Atoms and positions in Å:
C 5.3711 -0.4653 -2.3842  0.00
C 4.1838 -0.3870 -2.5140  0.00
C 2.7345 -0.3269 -2.6584  0.00
C 2.3066 -0.4485 -4.1211  0.00
N 0.8345 -0.5318 -4.2060  0.00
C 0.2422 -1.3796 -3.3784  0.00
N -1.1373 -1.4104 -3.2788  0.00
C -1.7575 -0.2338 -2.6062  0.00
C -3.2768 -0.1255 -2.7731  0.00
C -3.7093 1.1621 -2.0590  0.00
P -2.0380 -2.7123 -3.9159  0.00
O -2.8910 -2.3082 -5.0125  0.00
O -0.9084 -3.7508 -4.3823  0.00
O -2.8238 -3.3780 -2.6918  0.00
N 1.0220 -2.2052 -2.6391  0.00
C 2.0697 -1.4638 -1.8404  -0.01
H 6.3949 -0.6334 -2.1399  0.00
H 2.3682 0.6278 -2.2704  0.00
H 2.7522 -1.3228 -4.5920  0.00
H 2.6081 0.4263 -4.6915  0.00
H 0.3808 0.3770 -4.2400  0.00
H -1.5455 -0.2941 -1.5346  0.00
H -1.3297 0.6900 -3.0023  0.00
H -3.5061 -0.0624 -3.8353  0.00
H -3.7618 -0.9906 -2.3239  0.00
H -3.2385 2.0154 -2.5518  0.00
H -3.3538 1.1529 -1.0266  0.00
H -4.7861 1.2985 -2.0840  0.00
H -0.5107 -4.2341 -3.6454  0.00
H -2.2276 -3.8017 -2.0597  0.00
H 0.3950 -2.6517 -1.9788  0.00
H 2.8422 -2.1714 -1.5533  0.00
H 1.6182 -1.0690 -0.9310  0.01
C -0.4246 2.8521 4.2678  0.01
C -0.1536 2.2673 2.8636  0.02
C -1.3539 1.4501 2.3775  0.04
C -1.5111 0.1021 3.0811  -0.02
C -0.2109 -0.6976 3.0228  0.03
C 1.0034 0.0776 3.5357  0.01
N 1.0768 1.4094 2.8614  0.41
O 1.5537 1.3004 1.6649  0.51
C 0.9351 0.2297 5.0640  0.01
C 2.2803 -0.7042 3.2434  -0.01
C 0.0581 3.4582 1.9335  0.00
H 0.5032 2.9887 4.8223  -0.01
H -0.8943 3.8309 4.1845  0.00
H -1.0951 2.2380 4.8668  0.00
H -1.2473 1.2745 1.3000  0.00
H -2.2616 2.0433 2.5077  0.00
H -1.8299 0.2456 4.1159  0.00
H -2.3081 -0.4678 2.5984  0.00
H -0.3092 -1.6208 3.5977  0.00
H -0.0279 -0.9945 1.9824  0.01
H 1.7329 0.8803 5.4230  -0.01
H 1.0648 -0.7464 5.5311  0.00
H -0.0117 0.6209 5.4246  0.00
H 2.3811 -0.9485 2.1870  0.00
H 2.2629 -1.6393 3.8029  0.00
H 3.1625 -0.1408 3.5487  0.00
H 0.9341 4.0363 2.2299  0.00
H -0.8148 4.1080 1.9872  0.00
H 0.1832 3.1553 0.8956  0.00

Q: Which formula does entry 3 have?
A: C22H42BrN2O9P2S